[1]
A molecular structure, C23H52LaOP4 in a non-equilibrium geometry, computed with wB97M-V/def2-TZVPD.

Geometry as XYZ:
```
81
Properties=species:S:1:pos:R:3:forces:R:3
La 1.029 0.690 0.874 -2.162 -1.845 -0.955
P -0.176 -1.254 -1.268 -0.137 -0.494 -0.916
P 3.649 0.297 0.121 1.854 -0.360 -0.137
P 0.338 2.169 -1.716 -0.116 1.148 -0.867
H -2.492 2.068 2.952 -0.420 -0.016 -0.317
C -2.752 2.078 1.886 0.548 0.112 0.004
C -3.368 1.060 1.282 0.005 -0.546 -0.179
H -3.709 0.166 1.836 0.292 0.656 -0.297
C -0.626 -3.019 -0.982 0.143 0.129 0.249
C 1.202 -1.496 -2.463 -0.035 0.085 0.044
C -1.588 -0.829 -2.359 -0.031 0.160 0.069
C 4.488 1.488 1.245 -0.047 0.171 -0.033
C 4.455 -1.260 0.619 -0.253 -0.189 0.047
C 4.398 0.650 -1.477 -0.088 0.182 -0.181
C -1.393 2.721 -1.992 -0.235 -0.234 0.385
C 0.843 1.877 -3.463 0.261 -0.223 0.068
C 1.113 3.818 -1.480 0.236 -0.151 0.146
H -2.503 3.004 1.352 -0.117 -0.365 0.093
H -3.594 1.059 0.202 -0.019 0.198 0.691
H -1.606 -3.077 -0.490 0.304 -0.033 -0.137
H 0.134 -3.519 -0.367 -0.252 0.063 -0.190
H -0.686 -3.532 -1.953 -0.007 0.170 0.285
H 2.095 -1.840 -1.924 -0.117 -0.003 -0.185
H 1.428 -0.561 -2.986 0.027 -0.286 0.117
H 0.910 -2.260 -3.193 0.168 0.167 0.079
H -2.478 -0.703 -1.730 0.103 0.046 -0.211
H -1.781 -1.642 -3.071 0.116 0.193 0.164
H -1.405 0.095 -2.917 -0.128 -0.244 0.139
H 5.532 1.149 1.155 -0.154 0.569 0.368
H 4.159 1.417 2.297 0.215 -0.178 -0.343
H 4.371 2.544 0.936 0.171 -0.549 -0.035
H 5.542 -1.110 0.594 -0.201 -0.101 0.009
H 4.175 -2.045 -0.096 0.145 0.080 0.227
H 4.147 -1.564 1.630 0.220 0.095 -0.324
H 5.478 0.558 -1.340 -0.019 0.081 -0.232
H 4.142 1.671 -1.774 0.148 -0.109 -0.104
H 4.054 -0.053 -2.241 0.095 0.100 0.115
H -1.384 3.790 -2.235 -0.059 -0.273 0.032
H -1.986 2.556 -1.084 -0.052 0.145 -0.246
H -1.852 2.168 -2.819 0.048 0.140 0.215
H 0.745 2.826 -4.007 -0.031 -0.245 0.135
H 0.218 1.122 -3.956 0.182 0.186 0.150
H 1.891 1.557 -3.511 -0.186 0.093 -0.093
H 0.837 4.446 -2.338 0.216 -0.079 0.283
H 2.200 3.692 -1.437 -0.042 0.214 -0.102
H 0.799 4.298 -0.545 0.006 -0.133 -0.380
C 1.273 4.358 1.970 -1.015 -0.030 -1.063
C 2.546 4.614 2.408 1.161 -0.319 0.346
C 3.041 5.930 2.436 -0.642 -0.216 -0.139
C 2.171 6.933 2.007 0.354 0.213 0.293
C 0.865 6.680 1.600 -0.459 -1.207 0.384
C 0.355 5.357 1.609 1.123 0.077 -0.452
O 0.939 2.905 1.578 -0.972 1.424 2.305
H 0.201 2.574 2.174 0.620 1.543 -0.232
H 3.193 3.803 2.746 -0.189 0.116 -0.201
H 4.076 6.172 2.754 -0.935 -0.341 -0.168
H 2.527 7.952 2.032 -0.033 0.117 -0.166
H 0.221 7.486 1.273 0.047 -0.014 0.075
H -0.625 5.124 1.187 0.261 0.093 0.313
C 2.141 -3.280 2.749 0.014 -0.205 0.020
C 0.652 -3.395 2.495 -0.498 0.080 -0.250
P -0.204 -1.833 1.997 0.025 -0.342 0.731
C -2.002 -2.270 2.169 -0.041 0.539 -0.403
C -2.317 -3.761 2.157 -0.205 -0.254 0.055
C 0.021 -0.742 3.470 -0.109 -0.539 0.580
C -0.249 -1.467 4.801 0.146 0.394 0.797
H 2.685 -3.031 1.832 -0.079 -0.038 0.152
H 2.496 -4.259 3.089 0.137 0.285 -0.014
H 2.362 -2.544 3.530 0.101 -0.100 -0.079
H 0.442 -4.119 1.695 0.102 0.138 0.216
H 0.115 -3.764 3.375 0.221 0.030 -0.128
H -2.339 -1.810 3.108 0.011 -0.126 -0.249
H -2.533 -1.747 1.358 0.089 -0.237 0.218
H -1.922 -4.272 3.044 -0.114 0.106 -0.267
H -3.404 -3.888 2.172 0.178 -0.021 -0.017
H -1.937 -4.264 1.260 -0.100 0.060 0.273
H 1.063 -0.367 3.482 -0.038 0.080 0.146
H -0.675 0.112 3.397 0.151 -0.017 -0.113
H 0.380 -2.351 4.952 -0.073 0.265 -0.188
H -0.039 -0.792 5.644 -0.091 -0.188 -0.228
H -1.295 -1.779 4.913 0.258 0.104 -0.198
```
Positions in Å, forces in eV/Å.

Output
HOMO level (eV): -17.06
Net charge: +3
Gap between HOMO and LUMO (eV): 7.48
ΔE to the lowest compared entry with this formula, charge and spin (kJ/mol): 13.6

Löwdin atomic charge list, values in e, 5 entries: La 1.47; P 0.67; P 0.63; P 0.71; H 0.06



[2]
8 unconnected molecules or ions with the total composition C23H52N2O8P in a non-equilibrium geometry, computed with wB97M-V/def2-TZVPD.

Geometry as XYZ:
```
86
Properties=species:S:1:pos:R:3:forces:R:3
C -3.316 -2.461 1.203 -0.003 0.201 0.059
C -2.159 -1.837 1.960 -0.279 -0.514 0.281
N -1.428 -0.840 1.159 -0.093 -0.339 0.025
N -2.254 0.285 0.776 0.691 0.859 -0.226
P -2.763 1.453 2.062 -0.723 0.393 0.295
O -3.708 0.872 3.005 0.057 -0.268 0.182
H -3.892 -3.074 1.893 0.031 -0.141 -0.091
H -2.959 -3.090 0.391 -0.063 0.023 -0.051
H -4.034 -1.729 0.815 -0.006 -0.006 -0.026
H -2.492 -1.470 2.933 0.000 0.308 -0.108
H -1.440 -2.633 2.155 0.196 0.141 -0.090
H -0.642 -0.465 1.684 -0.003 0.124 -0.077
H -3.082 -0.047 0.271 0.043 -0.331 0.159
H -1.704 0.828 0.091 0.010 0.030 -0.046
H -1.525 1.907 2.533 0.170 -0.171 -0.216
H -3.296 2.464 1.248 0.280 0.011 -0.199
C 0.618 5.121 0.015 0.080 -0.224 -0.045
C -0.539 4.197 -0.214 0.158 0.148 -0.007
O -0.421 2.989 -0.081 -0.455 -0.311 0.137
C -1.850 4.821 -0.614 -0.048 -0.252 0.052
H 1.503 4.560 0.301 0.012 0.019 0.033
H 0.824 5.686 -0.897 -0.077 0.088 0.037
H 0.382 5.826 0.814 -0.006 0.055 -0.044
H -1.730 5.373 -1.547 0.006 0.090 0.052
H -2.182 5.519 0.156 0.045 0.091 -0.061
H -2.607 4.051 -0.755 -0.007 0.014 -0.030
C 2.152 1.532 1.177 -0.024 0.001 0.145
C 3.304 2.096 0.379 -0.079 0.019 0.124
O 3.638 3.249 0.533 0.036 -0.129 -0.278
C 3.984 1.177 -0.597 0.105 0.254 -0.026
H 1.769 2.306 1.839 -0.009 0.003 -0.003
H 1.360 1.219 0.494 0.029 -0.088 -0.007
H 2.482 0.675 1.769 0.006 -0.056 -0.083
H 3.265 0.832 -1.342 0.039 -0.159 0.031
H 4.405 0.318 -0.074 -0.113 -0.090 -0.050
H 4.787 1.710 -1.101 0.001 -0.006 -0.006
C 2.509 -4.158 1.962 -0.118 -0.089 0.136
C 1.186 -3.876 1.299 0.023 -0.036 -0.086
O 0.137 -4.180 1.829 0.002 0.091 0.017
C 1.220 -3.205 -0.052 -0.241 -0.015 0.086
H 2.344 -4.641 2.922 -0.002 0.000 0.000
H 3.112 -4.810 1.329 0.056 0.084 -0.035
H 3.056 -3.226 2.116 0.064 -0.020 -0.089
H 1.772 -3.822 -0.762 0.090 0.062 0.011
H 1.721 -2.237 0.022 0.115 -0.050 -0.038
H 0.209 -3.063 -0.425 0.009 -0.004 -0.036
C -2.646 -6.490 0.908 -0.057 0.199 0.039
C -4.109 -6.373 0.557 0.013 -0.046 0.011
O -4.717 -5.334 0.693 0.052 0.033 -0.047
C -4.782 -7.615 0.028 -0.144 0.124 -0.008
H -2.268 -5.539 1.276 0.018 -0.005 -0.002
H -2.506 -7.251 1.677 0.029 -0.069 -0.071
H -2.073 -6.783 0.026 0.003 -0.098 0.032
H -4.721 -8.416 0.766 0.078 -0.042 -0.050
H -4.287 -7.950 -0.885 0.055 -0.075 0.056
H -5.827 -7.403 -0.185 -0.001 0.002 0.004
C 4.351 5.533 2.566 -0.297 0.017 -0.134
C 3.117 5.883 3.360 0.058 0.008 0.031
O 2.004 5.624 2.952 -0.021 -0.020 -0.003
C 3.325 6.568 4.688 -0.199 -0.013 -0.010
H 4.050 5.044 1.643 0.124 0.074 0.107
H 4.919 6.438 2.344 0.073 -0.017 0.100
H 4.984 4.858 3.143 0.072 0.078 0.018
H 3.853 7.512 4.542 0.091 -0.046 0.028
H 3.925 5.936 5.344 0.089 0.057 -0.024
H 2.364 6.763 5.157 -0.001 0.000 -0.001
C -2.947 -4.266 -3.875 0.173 -0.071 0.038
C -2.435 -3.241 -2.899 0.032 0.005 -0.003
O -1.318 -3.289 -2.439 -0.015 -0.007 0.051
C -3.388 -2.136 -2.505 0.074 0.040 0.098
H -2.171 -5.001 -4.072 0.003 0.003 -0.002
H -3.825 -4.768 -3.464 -0.062 0.064 -0.051
H -3.233 -3.784 -4.811 -0.096 -0.001 0.027
H -4.276 -2.564 -2.034 -0.060 0.038 -0.077
H -3.693 -1.559 -3.379 -0.087 -0.070 -0.015
H -2.879 -1.482 -1.798 0.005 0.003 -0.008
C 4.142 2.910 -4.111 0.077 -0.171 0.056
C 3.059 1.879 -4.312 0.051 0.000 -0.027
O 3.269 0.700 -4.140 -0.064 0.008 0.086
C 1.700 2.383 -4.735 -0.038 -0.176 0.011
H 5.061 2.411 -3.812 0.008 0.008 -0.009
H 4.319 3.458 -5.037 -0.068 0.092 0.041
H 3.848 3.617 -3.333 -0.022 0.082 -0.082
H 1.774 2.910 -5.688 0.000 0.099 0.053
H 1.306 3.073 -3.986 0.040 0.093 -0.063
H 1.019 1.543 -4.844 0.009 -0.008 -0.004
```
Positions in Å, forces in eV/Å.

Output
HOMO level (eV): -11.39
Net charge: +1
Gap between HOMO and LUMO (eV): 8.69

Löwdin atomic charge list, values in e, 5 entries: C -0.07; C -0.24; N -0.01; N -0.08; P 0.78